Formula: C16H48NO19
Source: the OMol25 dataset
Level of theory: ωB97M-V/def2-TZVPD

total charge = -1
ΔE to the lowest compared entry with this formula, charge and spin = 236.7 kJ/mol
gap between HOMO and LUMO = 9.52 eV

Each line ends with the Löwdin charge.
CARTESIAN COORDINATES (ANGSTROEM)
N 0.2292 0.7106 -0.3427  -0.63
O -0.3848 0.3830 -1.3052  0.01
O -0.3507 0.9193 0.6881  0.00
O 1.4187 0.8972 -0.3958  0.01
C -1.9969 0.4859 -4.5264  -0.24
C -2.8382 1.3114 -3.5538  -0.29
O -2.9180 0.6082 -2.3993  -0.06
O -1.8507 1.3137 -5.6532  -0.07
H -2.4481 -0.4866 -4.7232  0.12
H -1.0118 0.2966 -4.0999  0.10
H -3.8412 1.5318 -3.9192  0.13
H -2.4325 2.3071 -3.3751  0.12
H -2.0633 0.5497 -1.9660  0.04
H -1.9065 2.1985 -5.2849  0.07
C 0.6302 -3.2727 2.6590  -0.24
C -0.6182 -2.7400 1.9078  -0.20
O -1.7201 -2.8361 2.8208  -0.09
O 0.6948 -4.6928 2.7046  -0.05
H 0.7935 -2.8044 3.6296  0.12
H 1.4458 -2.9844 1.9958  0.09
H -0.8921 -3.2548 0.9869  0.10
H -0.6019 -1.6993 1.5839  0.10
H -2.3850 -3.4269 2.4594  0.08
H 0.2453 -4.8653 3.5351  0.08
C 1.9097 -2.4406 -2.4440  -0.19
C 2.1390 -2.6396 -0.9119  -0.22
O 3.3432 -3.3238 -0.6460  -0.07
O 1.0441 -3.4491 -2.9408  -0.07
H 2.8343 -2.4778 -3.0201  0.12
H 1.5132 -1.4337 -2.5743  0.10
H 1.2564 -3.0584 -0.4284  0.11
H 2.3156 -1.6800 -0.4260  0.10
H 4.0890 -2.8347 -1.0012  0.09
H 1.3703 -4.3031 -2.6480  0.10
C 0.7728 4.0395 2.0156  -0.22
C 1.0291 5.3795 2.7391  -0.19
O 0.1965 6.5019 2.3069  -0.09
O -0.6111 3.7061 1.7059  -0.08
H 1.1799 3.2752 2.6777  0.08
H 1.3082 3.8772 1.0802  0.11
H 2.1049 5.5507 2.7012  0.12
H 0.7493 5.2139 3.7795  0.11
H -0.7406 6.2971 2.3462  0.07
H -0.6013 2.7882 1.4250  0.02
C -2.2022 0.8594 5.3905  -0.24
C -2.0077 0.2348 4.0159  -0.24
O -2.5974 0.9716 2.9345  -0.05
O -3.4901 1.4578 5.6042  -0.05
H -1.5790 1.7516 5.3304  0.11
H -1.7091 0.2006 6.1053  0.12
H -2.4091 -0.7786 4.0127  0.10
H -0.9469 0.1543 3.7785  0.10
H -2.0535 0.8304 2.1562  0.04
H -3.5017 1.6164 6.5509  0.07
C -3.6981 -2.5978 -1.2573  -0.19
C -2.4547 -2.7335 -2.2115  -0.19
O -1.4164 -3.5286 -1.5423  -0.09
O -4.1400 -3.9407 -0.9683  -0.09
H -4.5056 -2.1627 -1.8461  0.12
H -3.3589 -2.0487 -0.3789  0.11
H -2.1409 -1.7225 -2.4714  0.08
H -2.7025 -3.1420 -3.1912  0.11
H -0.6122 -3.3295 -2.0273  0.02
H -3.3564 -4.4553 -0.7618  0.06
C 2.2169 1.8576 -5.6320  -0.24
C 2.0661 0.8334 -4.4688  -0.21
O 1.4410 1.4345 -3.2774  -0.09
O 3.3251 2.7187 -5.4633  -0.06
H 1.2789 2.4108 -5.5845  0.11
H 2.2500 1.3356 -6.5884  0.11
H 3.0274 0.3565 -4.2780  0.10
H 1.4699 -0.0105 -4.8158  0.10
H 1.2352 0.8664 -2.5314  0.01
H 3.0527 3.5210 -5.0119  0.08
C 2.9951 0.0541 2.6217  -0.19
C 2.1557 0.8865 3.6628  -0.23
O 2.8955 2.0378 4.0714  -0.08
O 3.5445 0.9669 1.6397  -0.09
H 2.3068 -0.6810 2.2044  0.09
H 3.8481 -0.3954 3.1299  0.11
H 1.9831 0.2656 4.5420  0.11
H 1.1767 1.0904 3.2289  0.09
H 3.2888 2.3574 3.2561  0.06
H 2.9249 1.0190 0.9083  0.04

Force components x, y, z for each atom (eV/Å):
N 0.29 1.02 1.39
O -1.91 -1.79 -4.22
O -1.99 0.47 3.79
O 3.73 0.03 -0.57
C -0.11 1.33 0.44
C 0.33 -0.49 -0.51
O -1.39 -0.92 2.06
O 0.14 -0.20 -1.34
H -0.27 0.21 -0.44
H 0.11 -0.05 0.35
H -0.18 -0.46 -0.28
H 0.69 0.31 -0.18
H 0.47 0.13 0.33
H 0.18 0.21 -0.35
C 0.25 0.75 -2.78
C -0.71 -0.22 1.12
O -0.42 -0.26 0.19
O -0.49 0.52 0.82
H -0.32 0.02 0.04
H 0.48 0.12 0.22
H 0.60 -0.57 0.01
H 0.79 0.32 0.32
H -0.01 0.05 -0.02
H -0.14 -0.73 -0.01
C 0.12 -0.20 1.44
C 1.14 1.95 -0.91
O 0.03 -1.79 0.32
O -0.61 0.39 -0.45
H 0.38 0.03 0.28
H -0.65 -0.29 -0.32
H 0.29 -0.62 -0.12
H -0.68 0.57 -0.24
H -0.20 0.22 -0.01
H 0.16 -0.10 0.06
C -0.47 -0.86 -0.65
C -2.59 -0.69 -0.11
O 1.77 -0.11 -0.32
O 0.77 1.39 0.96
H 0.02 -0.01 0.28
H 0.38 0.71 -0.16
H -0.24 0.70 -0.29
H 0.25 -0.09 0.23
H 0.13 -0.68 0.09
H -0.01 -0.36 -0.12
C 1.30 2.32 -2.03
C -0.93 -0.53 -0.78
O -0.14 0.11 0.91
O 0.05 -1.63 0.55
H 0.69 0.06 0.28
H -0.89 -0.25 0.55
H -0.10 -0.14 -0.06
H 0.29 -0.09 0.58
H 0.11 -0.02 -0.20
H -0.35 0.20 0.08
C 1.63 -1.89 -1.88
C -0.30 0.47 0.87
O -1.60 0.97 -0.41
O -0.28 0.57 0.42
H 0.09 0.46 0.50
H -0.47 0.13 0.11
H 0.49 0.11 0.49
H -0.32 -0.68 0.16
H 0.54 -0.20 -0.22
H 0.23 -0.04 0.01
C -1.01 -0.35 1.95
C -0.55 -0.09 0.65
O 1.07 0.72 -2.45
O 0.30 -0.07 -0.41
H -0.11 0.22 -0.33
H 0.37 0.02 0.06
H 0.39 0.40 0.45
H -0.53 0.06 -0.21
H 0.20 -0.61 -0.01
H -0.13 -0.16 0.11
C -0.47 1.73 0.58
C 1.18 -0.81 -0.44
O -0.72 -0.53 0.07
O -0.07 -0.81 0.80
H 0.30 -0.20 -0.31
H -0.09 -0.18 -0.11
H 0.05 0.02 0.15
H -0.05 0.51 -0.15
H 0.26 0.16 -0.33
H -0.53 0.10 -0.36